51
Properties=species:S:1:pos:R:3:lowdin_charge:R:1 method="wB97M-V/def2-TZVPD" smiles="O=c1[nH]c(CN2CCC(c3nc4ccccc4s3)CC2)nc2sc3c(c12)CCC3" total_energy_ev=-52851.4830 spin_multiplicity=1 e_homo_ev=-7.85 lumo_energy_ev=0.60 gap_ev=8.5 charge=0
O 2.88267 3.22201 -0.52751 0.074
C 2.84360 2.19799 0.12108 -0.399
N 2.15712 1.07735 -0.35591 0.201
C 2.02608 -0.10090 0.30516 -0.309
C 1.24855 -1.17173 -0.40425 -0.114
N 0.23881 -0.57279 -1.25622 -0.181
C -0.25225 -1.48829 -2.27420 -0.189
C -1.15543 -0.73759 -3.24591 -0.122
C -2.34401 -0.08742 -2.52294 -0.321
C -3.32691 -1.10353 -2.05594 -0.532
N -3.10238 -2.05713 -1.23800 0.108
C -4.20567 -2.82435 -1.00154 -0.300
C -4.26727 -3.92900 -0.15785 -0.014
C -5.46504 -4.59891 -0.02822 -0.087
C -6.59960 -4.18658 -0.72430 -0.091
C -6.56179 -3.09287 -1.56684 -0.096
C -5.36242 -2.41521 -1.70177 -0.469
S -4.98953 -1.02128 -2.66834 1.092
C -1.80617 0.75554 -1.35720 -0.118
C -0.87624 -0.06125 -0.46964 -0.183
N 2.54475 -0.32758 1.46542 0.111
C 3.24968 0.69006 2.00275 -0.515
S 4.01937 0.55953 3.55459 1.106
C 4.58633 2.18703 3.40091 -0.497
C 4.21370 2.78465 2.23888 -0.217
C 3.43996 1.93901 1.41129 -0.102
C 4.75141 4.17312 2.14890 -0.115
C 5.25558 4.43848 3.58618 -0.160
C 5.42437 3.06028 4.26786 -0.171
H 1.67562 1.15316 -1.24760 0.155
H 1.94926 -1.73290 -1.03217 0.134
H 0.83978 -1.86771 0.34437 0.137
H 0.60554 -1.89100 -2.81978 0.123
H -0.80952 -2.32508 -1.82650 0.115
H -1.51263 -1.42315 -4.01602 0.121
H -0.57884 0.05344 -3.72847 0.121
H -2.86677 0.57154 -3.22452 0.127
H -3.38314 -4.23847 0.37643 0.112
H -5.52793 -5.45752 0.62319 0.102
H -7.52433 -4.73029 -0.60377 0.102
H -7.43835 -2.77114 -2.10716 0.106
H -2.63278 1.14464 -0.76070 0.123
H -1.25507 1.60062 -1.77353 0.121
H -0.47941 0.57486 0.32576 0.125
H -1.43967 -0.88552 -0.00569 0.117
H 5.56553 4.21016 1.42133 0.121
H 3.99323 4.88765 1.83143 0.117
H 4.50728 5.01688 4.12834 0.109
H 6.18501 5.00447 3.58961 0.104
H 6.46632 2.72825 4.25230 0.112
H 5.09357 3.06847 5.30673 0.108